Molecular formula: C91H222N14O20
Method: DFT, ωB97M-V/def2-TZVPD

Its largest force on an atom is 4.75 eV/A. The calculation puts the frontier orbital gap at 8.06 eV. The lowest unoccupied orbital energy is 0.0083 Eh. The value obtained for the molar mass is 1832.9 g mol⁻¹.

Each line ends with the Löwdin charge.
CARTESIAN COORDINATES (ANGSTROEM)
O  -3.970  0.608  -3.387  -0.07
H  -3.794  1.477  -3.747  0.01
H  -3.306  0.491  -2.707  0.02
O  -7.225  -0.437  -0.891  -0.05
H  -6.836  0.187  -1.504  -0.03
H  -7.151  -0.012  -0.036  -0.01
O  -0.536  2.925  -7.679  -0.04
H  -1.389  2.551  -7.456  0.03
H  -0.423  2.729  -8.609  0.03
O  -6.576  0.839  -3.246  -0.05
H  -7.025  1.682  -3.309  0.05
H  -5.728  0.987  -3.666  -0.01
O  4.424  -1.323  -4.887  -0.07
H  4.370  -1.000  -5.786  0.04
H  4.801  -2.199  -4.969  -0.03
O  -4.745  -1.175  -5.277  -0.07
H  -5.689  -1.321  -5.221  0.02
H  -4.524  -0.717  -4.466  -0.03
C  -2.855  -0.455  0.970  -0.02
C  -1.802  0.492  0.277  -0.41
C  -0.750  0.988  1.313  -0.14
C  0.533  1.517  0.740  -0.15
C  1.139  0.374  -0.154  -0.10
C  0.181  0.004  -1.319  -0.50
N  -1.118  -0.331  -0.800  -0.12
O  -1.994  -0.646  -1.767  -0.02
C  0.168  1.166  -2.295  -0.01
C  0.730  -1.280  -1.938  -0.02
C  -2.629  1.646  -0.241  -0.04
H  -3.734  -0.844  0.457  0.08
H  -3.139  0.043  1.897  0.08
H  -2.356  -1.382  1.251  0.06
H  -1.156  1.789  1.931  0.10
H  -0.501  0.240  2.066  0.12
H  1.154  1.795  1.592  0.10
H  0.256  2.387  0.145  0.08
H  1.537  -0.506  0.353  0.11
H  2.002  0.886  -0.580  0.10
H  -0.003  2.175  -1.921  0.05
H  1.019  1.230  -2.973  0.07
H  -0.590  0.904  -3.034  0.07
H  0.369  -1.460  -2.951  0.07
H  1.813  -1.353  -2.034  0.07
H  0.507  -2.158  -1.331  0.07
H  -3.205  2.191  0.507  0.04
H  -3.382  1.401  -0.990  0.08
H  -1.914  2.401  -0.569  0.07
H  -2.389  -1.454  -1.432  0.12
C  3.150  -4.004  0.916  -0.02
C  2.543  -5.362  0.413  -0.48
C  3.266  -5.824  -0.914  -0.13
C  3.097  -7.240  -1.310  -0.18
C  3.260  -8.215  -0.112  -0.12
C  2.437  -7.861  1.174  -0.43
N  2.734  -6.398  1.427  -0.15
O  2.391  -5.895  2.624  -0.02
C  0.962  -8.216  0.905  -0.03
C  3.033  -8.722  2.406  -0.01
C  1.126  -5.047  0.120  -0.05
H  2.504  -3.473  1.617  0.05
H  3.181  -3.246  0.133  0.08
H  4.130  -4.169  1.363  0.09
H  2.889  -5.141  -1.674  0.10
H  4.314  -5.597  -0.717  0.12
H  3.837  -7.598  -2.026  0.11
H  2.099  -7.326  -1.740  0.09
H  4.294  -8.256  0.229  0.11
H  2.960  -9.157  -0.571  0.12
H  0.617  -8.115  -0.124  0.06
H  0.778  -9.255  1.179  0.08
H  0.284  -7.644  1.538  0.08
H  4.042  -8.315  2.478  0.08
H  2.352  -8.553  3.240  0.07
H  2.789  -9.768  2.219  0.08
H  1.040  -4.123  -0.453  0.07
H  0.410  -4.953  0.936  0.09
H  0.606  -5.806  -0.465  0.06
H  3.273  -5.748  2.973  0.11
C  -0.850  -6.801  -2.795  -0.06
C  -1.336  -6.497  -4.171  -0.50
C  -2.394  -5.334  -4.024  -0.10
C  -1.788  -3.874  -4.126  -0.16
C  -0.806  -3.653  -5.275  -0.11
C  0.320  -4.755  -5.309  -0.44
N  -0.282  -6.140  -5.128  -0.12
O  0.626  -7.187  -5.279  -0.02
C  1.046  -4.720  -6.666  -0.03
C  1.344  -4.575  -4.186  -0.04
C  -2.077  -7.748  -4.747  -0.04
H  0.052  -7.411  -2.752  0.08
H  -1.638  -7.178  -2.143  0.09
H  -0.636  -5.853  -2.301  0.06
H  -3.226  -5.384  -4.727  0.11
H  -2.884  -5.520  -3.068  0.10
H  -1.368  -3.700  -3.135  0.09
H  -2.674  -3.255  -4.268  0.10
H  -0.416  -2.666  -5.025  0.10
H  -1.356  -3.645  -6.216  0.12
H  1.855  -5.439  -6.535  0.06
H  0.481  -5.119  -7.508  0.09
H  1.457  -3.725  -6.836  0.07
H  1.014  -4.471  -3.152  0.07
H  2.050  -5.401  -4.110  0.06
H  1.992  -3.731  -4.420  0.08
H  -3.028  -7.891  -4.235  0.08
H  -1.491  -8.665  -4.697  0.07
H  -2.363  -7.674  -5.797  0.08
H  0.284  -7.706  -6.011  0.10
C  -2.106  2.347  5.219  -0.02
C  -0.966  3.254  5.566  -0.45
C  -1.468  4.759  5.466  -0.13
C  -2.197  5.316  6.605  -0.20
C  -1.503  4.986  7.929  -0.16
C  -1.176  3.523  8.177  -0.46
N  -0.452  2.951  6.938  -0.12
O  -0.051  1.665  7.077  -0.02
C  -0.159  3.497  9.387  -0.03
C  -2.506  2.915  8.641  -0.04
C  0.268  3.109  4.682  -0.03
H  -2.511  2.522  4.222  0.08
H  -2.989  2.540  5.828  0.08
H  -1.879  1.293  5.383  0.07
H  -0.783  5.546  5.150  0.11
H  -2.286  4.906  4.760  0.10
H  -3.219  4.937  6.626  0.11
H  -2.344  6.392  6.519  0.12
H  -2.018  5.333  8.825  0.12
H  -0.536  5.469  8.068  0.11
H  0.084  2.477  9.683  0.08
H  0.733  3.964  8.968  0.07
H  -0.518  4.115  10.210  0.08
H  -3.237  3.037  7.841  0.06
H  -2.506  1.844  8.845  0.08
H  -2.762  3.325  9.618  0.08
H  1.006  3.907  4.767  0.08
H  -0.096  3.124  3.654  0.07
H  0.767  2.141  4.701  0.07
H  0.878  1.721  6.843  0.09
C  -0.457  6.897  1.907  -0.01
C  -1.593  7.905  1.590  -0.45
C  -1.554  8.398  0.100  -0.13
C  -1.868  7.288  -0.927  -0.17
C  -3.290  6.860  -0.520  -0.12
C  -3.575  6.364  0.982  -0.45
N  -2.945  7.338  1.938  -0.12
O  -3.086  6.984  3.239  -0.01
C  -5.073  6.257  1.186  -0.06
C  -3.104  4.928  1.156  -0.05
C  -1.377  9.180  2.458  -0.04
H  -0.765  5.862  1.761  0.06
H  -0.281  7.027  2.975  0.07
H  0.514  7.002  1.422  0.07
H  -2.310  9.178  0.013  0.11
H  -0.723  9.016  -0.242  0.12
H  -1.257  6.386  -0.959  0.07
H  -1.832  7.629  -1.961  0.10
H  -3.610  6.057  -1.183  0.09
H  -3.876  7.753  -0.740  0.12
H  -5.545  7.238  1.126  0.08
H  -5.497  5.708  0.346  0.08
H  -5.412  5.939  2.172  0.09
H  -2.937  4.552  2.165  0.08
H  -3.823  4.212  0.759  0.06
H  -2.193  4.830  0.565  0.07
H  -1.497  9.027  3.530  0.07
H  -2.092  9.911  2.080  0.08
H  -0.369  9.550  2.267  0.09
H  -3.390  7.742  3.743  0.11
C  4.307  0.207  1.714  -0.03
C  5.305  0.847  2.744  -0.42
C  5.963  2.080  2.111  -0.10
C  6.571  3.064  3.205  -0.17
C  5.581  3.346  4.334  -0.15
C  5.022  2.081  5.059  -0.47
N  4.530  1.122  4.006  -0.11
O  3.983  -0.041  4.479  -0.03
C  6.120  1.433  5.958  -0.02
C  3.865  2.496  5.931  -0.04
C  6.441  -0.278  2.993  -0.02
H  3.514  0.881  1.389  0.06
H  3.915  -0.748  2.064  0.07
H  4.846  -0.079  0.810  0.06
H  6.829  1.900  1.474  0.12
H  5.228  2.653  1.545  0.10
H  6.842  4.003  2.721  0.10
H  7.449  2.762  3.775  0.09
H  4.749  3.856  3.848  0.09
H  5.961  4.123  4.998  0.12
H  6.159  1.945  6.919  0.08
H  5.839  0.388  6.083  0.08
H  7.139  1.533  5.583  0.07
H  3.336  1.576  6.179  0.07
H  4.109  3.109  6.799  0.10
H  3.062  3.014  5.406  0.06
H  6.939  -0.703  2.122  0.07
H  6.163  -1.183  3.532  0.07
H  7.185  0.309  3.533  0.06
H  3.028  0.059  4.451  0.09
C  -2.133  -3.441  3.594  0.01
C  -1.914  -3.287  5.179  -0.40
C  -1.635  -4.731  5.737  -0.16
C  -0.276  -5.356  5.422  -0.18
C  0.816  -4.343  5.924  -0.12
C  0.652  -2.905  5.451  -0.46
N  -0.754  -2.423  5.641  -0.12
O  -0.958  -1.102  5.387  -0.03
C  1.596  -2.051  6.345  -0.04
C  1.202  -2.783  3.990  -0.03
C  -3.157  -2.839  5.993  -0.04
H  -1.982  -2.522  3.028  0.05
H  -3.173  -3.712  3.411  0.05
H  -1.475  -4.144  3.081  0.06
H  -1.758  -4.722  6.820  0.11
H  -2.401  -5.422  5.383  0.11
H  -0.256  -5.675  4.380  0.09
H  -0.130  -6.367  5.803  0.11
H  1.657  -4.861  5.461  0.11
H  0.762  -4.400  7.011  0.12
H  2.642  -2.338  6.238  0.09
H  1.506  -0.990  6.108  0.06
H  1.370  -2.054  7.411  0.08
H  2.286  -2.872  3.935  0.07
H  0.767  -3.552  3.353  0.06
H  1.032  -1.771  3.622  0.07
H  -3.472  -1.840  5.691  0.07
H  -2.982  -2.834  7.068  0.08
H  -4.056  -3.414  5.769  0.08
H  -1.231  -0.672  6.201  0.09
C  4.846  -5.401  -4.681  -0.06
C  6.119  -4.692  -4.546  -0.46
C  7.251  -5.517  -5.167  -0.20
O  8.437  -4.748  -4.983  -0.20
C  9.544  -5.329  -5.713  -0.09
N  6.053  -3.467  -5.270  0.04
H  4.760  -6.263  -4.019  0.08
H  4.565  -5.658  -5.702  0.10
H  4.106  -4.657  -4.385  0.06
H  6.369  -4.467  -3.509  0.16
H  7.100  -5.584  -6.244  0.13
H  7.246  -6.417  -4.553  0.13
H  9.435  -5.091  -6.771  0.08
H  9.721  -6.390  -5.541  0.09
H  10.431  -4.765  -5.423  0.08
H  6.052  -3.699  -6.253  0.10
H  6.938  -2.996  -5.140  0.10
C  0.408  -1.606  -9.246  -0.07
C  0.930  -0.219  -8.865  -0.44
C  1.336  -0.203  -7.361  -0.19
O  2.031  0.996  -7.082  -0.23
C  1.842  1.510  -5.770  -0.09
N  2.053  0.194  -9.667  0.05
H  -0.376  -2.003  -8.601  0.07
H  1.150  -2.361  -9.503  0.07
H  -0.139  -1.569  -10.188  0.07
H  0.097  0.460  -9.050  0.12
H  2.050  -0.990  -7.120  0.12
H  0.426  -0.239  -6.761  0.12
H  2.454  0.894  -5.111  0.07
H  0.765  1.535  -5.599  0.07
H  2.215  2.533  -5.735  0.08
H  2.855  -0.332  -9.349  0.07
H  2.125  1.158  -9.374  0.07
C  3.729  5.801  1.709  -0.05
C  4.121  5.608  0.196  -0.39
C  3.024  5.821  -0.866  -0.22
O  2.143  4.745  -0.715  -0.18
C  0.985  4.873  -1.588  -0.08
N  5.325  6.431  -0.030  0.03
H  3.023  5.070  2.104  0.06
H  3.193  6.732  1.896  0.07
H  4.657  5.674  2.266  0.06
H  4.525  4.606  0.050  0.12
H  3.362  5.841  -1.902  0.11
H  2.556  6.783  -0.655  0.12
H  0.136  4.289  -1.232  0.06
H  1.137  4.553  -2.619  0.08
H  0.717  5.924  -1.700  0.07
H  5.933  6.204  0.743  0.05
H  5.020  7.360  0.225  0.06
C  -9.219  1.814  4.667  -0.05
C  -8.209  2.049  3.462  -0.40
C  -7.236  0.872  3.042  -0.16
O  -6.710  0.850  1.740  -0.20
C  -5.758  1.824  1.386  -0.10
N  -9.070  2.359  2.324  0.02
H  -9.890  2.669  4.746  0.07
H  -8.763  1.571  5.627  0.06
H  -9.826  0.964  4.355  0.07
H  -7.725  3.019  3.573  0.11
H  -7.832  -0.029  3.186  0.13
H  -6.426  0.813  3.769  0.12
H  -6.092  2.856  1.491  0.08
H  -5.386  1.783  0.362  0.08
H  -4.854  1.729  1.986  0.08
H  -8.431  2.274  1.547  0.05
H  -9.348  3.330  2.348  0.07
C  -5.273  -5.202  1.968  -0.06
C  -5.762  -4.291  0.741  -0.36
C  -6.092  -5.074  -0.600  -0.17
O  -6.009  -4.052  -1.595  -0.21
C  -6.684  -4.168  -2.799  -0.11
N  -6.930  -3.480  1.196  0.04
H  -4.329  -5.710  1.774  0.06
H  -5.969  -5.993  2.246  0.06
H  -5.068  -4.541  2.810  0.04
H  -4.891  -3.671  0.529  0.12
H  -7.079  -5.535  -0.570  0.12
H  -5.344  -5.864  -0.678  0.11
H  -6.596  -3.234  -3.354  0.08
H  -7.734  -4.451  -2.722  0.09
H  -6.131  -4.914  -3.369  0.08
H  -7.768  -3.994  0.964  0.06
H  -7.004  -2.798  0.455  0.04
C  -2.048  3.681  -4.350  -0.06
C  -3.168  4.279  -3.531  -0.36
C  -3.496  5.783  -4.013  -0.16
O  -3.505  5.986  -5.444  -0.20
C  -3.908  7.279  -5.822  -0.11
N  -4.370  3.466  -3.754  0.04
H  -2.207  3.757  -5.426  0.07
H  -1.773  2.638  -4.195  0.06
H  -1.123  4.212  -4.122  0.08
H  -2.788  4.262  -2.509  0.12
H  -2.672  6.409  -3.670  0.10
H  -4.405  6.172  -3.554  0.11
H  -4.926  7.425  -5.460  0.08
H  -4.031  7.458  -6.890  0.09
H  -3.208  7.990  -5.383  0.09
H  -4.588  3.433  -4.739  0.09
H  -5.176  3.924  -3.353  0.08
C  6.153  0.020  -1.987  -0.10
C  5.284  1.169  -2.301  -0.40
C  6.022  2.223  -3.234  -0.18
O  5.532  3.526  -3.296  -0.19
C  4.139  3.800  -3.560  -0.06
N  4.048  0.567  -2.891  0.05
H  5.739  -0.726  -1.309  0.07
H  7.163  0.313  -1.704  0.08
H  6.364  -0.554  -2.889  0.07
H  4.938  1.694  -1.411  0.12
H  5.954  1.783  -4.229  0.12
H  7.063  2.299  -2.920  0.12
H  3.619  3.510  -2.647  0.08
H  3.853  3.145  -4.383  0.06
H  4.006  4.831  -3.888  0.09
H  3.787  -0.258  -2.370  0.04
H  4.336  0.226  -3.797  0.01